Entry 1:
{
  "formula": "C3H16Si5",
  "method": "the ωB97M-V functional and the def2-TZVPD basis",
  "species": ["C", "C", "C", "Si", "Si", "Si", "Si", "Si", "H", "H", "H", "H", "H", "H", "H", "H", "H", "H", "H", "H", "H", "H", "H", "H"],
  "positions_angstrom": [[-0.848528, 0.969534, -3.123790], [-0.695340, -1.555359, -1.045773], [-2.557518, 1.099980, -0.682071], [2.346254, -1.258097, 2.525090], [-0.002118, -0.685796, 2.967215], [2.852207, 0.365654, 0.851304], [0.742230, 1.182263, 0.311259], [-0.842056, 0.464966, -1.217635], [-0.508888, 1.968746, -3.050397], [-0.520404, 0.329836, -3.885278], [-1.888859, 1.055909, -3.282332], [-1.068197, -2.156744, -1.922452], [0.310763, -1.864246, -0.876845], [-1.281160, -1.936318, -0.210622], [-3.495041, 0.731959, -1.254568], [-2.718727, 0.901188, 0.329630], [-2.659561, 2.176571, -0.921644], [2.920269, -0.974133, 3.798732], [2.408252, -2.609490, 2.394875], [-0.875558, -1.852811, 3.196337], [-0.215210, -0.020923, 4.237360], [3.734909, 1.460061, 1.166694], [3.592795, -0.287240, -0.238071], [1.269486, 2.494490, -0.067017]],
  "forces_ev_per_angstrom": [[-0.3, -0.2, 3.1], [-1.4, 0.9, -0.9], [-1.1, 0.2, -2.6], [-1.6, 3.3, 0.0], [0.5, -1.1, -0.2], [-0.5, -1.4, -0.2], [0.7, 0.7, -0.4], [-1.1, -2.7, -1.5], [0.9, 1.1, -0.8], [1.3, -0.6, -0.8], [-1.5, 0.1, -0.1], [0.3, 0.9, 0.5], [0.9, -0.1, 0.1], [-0.1, 0.2, 0.3], [1.8, -0.1, 0.7], [-0.4, 0.0, 1.8], [0.4, -0.2, 0.6], [0.7, 0.3, 1.0], [0.2, -2.8, -0.8], [-0.1, -0.4, -0.2], [0.1, 0.7, 0.5], [0.3, 0.6, 0.6], [-0.1, -0.2, -0.3], [-0.1, 0.7, -0.3]],
  "homo_lumo_gap_ev": [7.1533, 7.3371],
  "fmax_ev_per_a": 3.7,
  "de_lowest_kj_mol": 17.8,
  "energy_ha": -1571.1595,
  "spin_multiplicity": 3
}

=====

Entry 2:
{
  "formula": "C28H50CaCl3F3N6O17",
  "method": "the ωB97M-V functional and the def2-TZVPD basis",
  "species": ["C", "C", "C", "C", "N", "N", "C", "F", "F", "F", "C", "O", "C", "C", "C", "O", "C", "O", "C", "N", "C", "C", "O", "C", "O", "C", "C", "O", "H", "H", "H", "H", "H", "H", "H", "H", "H", "H", "H", "H", "H", "H", "H", "H", "H", "H", "H", "H", "H", "H", "H", "C", "C", "N", "H", "H", "H", "O", "H", "Ca", "C", "O", "N", "N", "H", "H", "H", "H", "C", "O", "O", "O", "H", "C", "Cl", "Cl", "Cl", "H", "C", "C", "C", "O", "H", "H", "H", "H", "H", "H", "H", "H", "C", "C", "C", "O", "C", "O", "O", "H", "H", "H", "H", "H", "H", "O", "H", "H", "O", "H"],
  "positions_angstrom": [[-5.568748, 0.736078, -2.868931], [-4.223942, -0.024036, -2.814662], [-3.910920, -0.362927, -1.328917], [-2.474135, -0.144929, -0.945129], [-1.749053, -1.222722, -0.902587], [-0.488041, -0.969418, -0.514666], [0.398720, -2.157338, -0.445037], [0.805755, -2.379192, 0.780309], [1.408597, -2.021473, -1.284162], [-0.270580, -3.219953, -0.827799], [0.021220, 0.194999, -0.195224], [1.279583, 0.249793, 0.212469], [2.166808, 0.966512, -0.686480], [3.129483, 1.895111, 0.139876], [3.161970, 3.355047, -0.345603], [2.718885, 1.849486, 1.500846], [-0.747433, 1.352640, -0.277634], [-0.219993, 2.575398, 0.040018], [-0.516715, 2.937133, 1.274639], [-0.927207, 3.351494, 2.284660], [-2.032000, 1.192607, -0.664702], [-2.962399, 2.370664, -0.806654], [-3.143309, 2.706071, -2.151143], [-1.925111, 2.873333, -2.841126], [-2.126817, 3.467671, -4.049503], [-3.001403, 4.622314, -3.990616], [-2.518928, 5.732430, -3.036784], [-3.466826, 5.951943, -1.988960], [-6.164280, 0.524327, -1.980922], [-5.434801, 1.816761, -2.913288], [-6.133234, 0.459172, -3.759201], [-3.436611, 0.541898, -3.303468], [-4.391300, -0.953804, -3.355044], [-4.555202, 0.195791, -0.656605], [-4.165171, -1.407731, -1.171595], [1.640971, 1.493133, -1.481774], [2.786586, 0.216995, -1.174988], [4.141616, 1.499764, 0.143015], [4.084321, 3.808202, 0.031261], [2.331411, 3.945792, 0.058121], [3.184606, 3.453851, -1.431442], [2.450367, 2.721570, 1.799943], [-2.563027, 3.237130, -0.266623], [-3.940771, 2.177711, -0.380130], [-1.191596, 3.433168, -2.224724], [-1.439968, 1.914123, -3.081381], [-4.042781, 4.360759, -3.824552], [-2.982768, 5.047130, -4.989138], [-1.510248, 5.537887, -2.659231], [-2.457557, 6.652491, -3.612906], [-3.055421, 5.634846, -1.183996], [3.378025, -4.679617, -0.921389], [4.352098, -5.504156, -1.617757], [5.119799, -6.152699, -2.166896], [3.359584, -4.904581, 0.144639], [3.608698, -3.620988, -1.031407], [2.373697, -4.842685, -1.310978], [-5.754846, 5.692235, -4.450573], [-5.818609, 6.565396, -4.040712], [1.675357, 5.509115, 0.571627], [-7.343928, 0.338088, -6.465408], [-6.770675, -0.137013, -5.493490], [-6.984073, 1.532567, -7.012052], [-8.391822, -0.292233, -7.074026], [-7.441085, 1.941623, -7.803796], [-6.221737, 2.024742, -6.583534], [-8.681129, -1.172577, -6.692818], [-8.877126, 0.077880, -7.868093], [0.062726, 6.337916, 5.665092], [-0.554505, 5.549514, 6.418756], [0.353641, 5.726927, 4.405014], [0.439139, 7.490106, 5.817167], [-0.063279, 4.877786, 4.625982], [-6.608423, -3.061830, 0.439564], [-6.785036, -1.480647, 1.203836], [-6.117280, -2.883167, -1.247153], [-5.449213, -4.055538, 1.323239], [-7.568943, -3.558986, 0.461411], [6.640304, -7.540506, 1.212759], [7.744882, -8.343905, 0.542122], [7.257173, -8.982778, -0.748906], [8.212947, -9.354310, 1.434714], [5.796890, -8.186276, 1.474413], [7.000988, -7.094363, 2.140598], [6.278469, -6.744679, 0.558856], [8.593958, -7.693200, 0.330831], [6.433748, -9.675170, -0.550844], [8.056095, -9.561334, -1.213809], [6.913133, -8.228799, -1.458403], [7.474164, -9.938428, 1.631610], [3.218281, -1.336547, 3.105538], [3.927461, -1.374099, 4.436594], [3.379274, -0.410009, 5.462380], [4.533846, -0.113759, 6.252459], [5.626939, -0.290838, 5.456783], [6.721748, 0.053579, 5.727046], [5.278217, -0.920437, 4.298019], [3.606997, -2.115918, 2.446879], [2.143991, -1.486708, 3.220938], [3.393539, -0.382175, 2.607425], [3.948914, -2.395038, 4.827555], [2.597006, -0.849064, 6.077235], [3.008456, 0.520764, 5.024389], [-1.605331, 4.171154, 9.354061], [-1.433783, 4.941706, 9.901055], [-1.318615, 4.446726, 8.474908], [6.000473, -0.352767, 8.970996], [5.553232, -0.422193, 8.112403]],
  "forces_ev_per_angstrom": [[0.2, 0.3, -0.3], [-1.2, 0.2, 0.4], [0.6, -0.3, -0.3], [-2.2, 0.0, -0.6], [0.8, 0.8, 0.6], [0.4, -1.1, -0.1], [-0.5, -1.5, -0.3], [0.4, 0.6, 0.3], [0.4, 0.6, 0.1], [-0.5, 0.1, -0.2], [1.6, 1.0, 0.4], [-0.1, -0.2, -0.5], [1.4, 0.1, 0.1], [-1.2, 0.4, 0.8], [0.9, -0.4, -0.1], [0.1, 0.0, -0.2], [-1.2, -1.0, -0.4], [0.7, 0.1, 0.6], [-0.9, 1.0, 1.1], [0.8, -0.7, -1.3], [-0.4, -0.1, 0.1], [-0.1, 0.8, 0.0], [0.1, -0.4, 0.0], [0.7, 0.0, -0.7], [-0.4, 0.0, 0.2], [0.4, 0.9, -0.5], [-0.9, -0.2, -0.4], [0.7, -0.1, 0.1], [-0.1, -0.1, 0.0], [0.1, 0.1, 0.1], [0.1, 0.0, 0.3], [0.1, 0.0, 0.0], [0.4, -0.1, 0.0], [0.0, 0.2, 0.0], [0.3, 0.1, 0.2], [-0.4, 0.1, 0.2], [-0.1, -0.2, 0.0], [0.1, -0.1, -0.4], [0.0, 0.2, 0.1], [0.9, -2.9, -1.0], [-0.2, 0.1, 0.0], [0.0, 0.0, 0.3], [0.1, -0.1, 0.1], [-0.1, -0.2, 0.0], [-0.3, 0.2, 0.3], [-0.2, -0.2, 0.1], [0.0, 0.0, 0.3], [0.1, -0.3, -0.2], [0.0, -0.1, 0.1], [0.0, 0.1, 0.0], [-0.2, 0.1, 0.3], [-0.3, 0.2, 0.2], [-0.1, 0.1, 0.1], [0.1, -0.1, -0.1], [0.1, -0.1, 0.0], [0.2, 0.0, -0.1], [0.1, -0.1, -0.1], [0.3, 0.0, 0.0], [-0.1, -0.1, 0.0], [-1.3, 3.0, 1.5], [0.0, 0.2, -0.1], [-0.1, -0.2, -0.4], [0.1, -0.1, 0.1], [0.0, -0.1, 0.1], [0.0, 0.0, 0.0], [-0.1, 0.1, 0.0], [0.0, 0.0, 0.0], [0.0, 0.0, 0.0], [-0.2, 0.6, 1.1], [0.1, -0.1, -0.1], [0.0, -0.6, -0.6], [0.1, 0.0, -0.3], [0.1, -0.1, -0.5], [0.1, 0.1, 0.1], [0.0, 0.0, 0.0], [-0.3, -0.2, -0.1], [0.0, 0.0, 0.0], [0.0, 0.0, 0.0], [0.1, 0.2, 0.1], [-0.6, -0.4, 0.0], [0.2, 0.0, -0.2], [0.3, 0.2, 0.0], [0.0, 0.0, -0.1], [0.0, 0.0, 0.0], [0.0, 0.0, 0.0], [0.1, -0.1, 0.1], [-0.1, 0.1, 0.1], [0.0, 0.0, 0.0], [0.0, 0.0, 0.0], [0.0, 0.0, 0.0], [0.3, -0.1, -0.4], [-0.3, 0.0, -0.3], [-0.2, 0.0, 0.3], [0.0, -0.1, -0.5], [0.0, 0.0, 0.1], [0.2, 0.1, 0.0], [-0.1, 0.0, 0.2], [0.0, -0.1, 0.0], [0.0, 0.0, 0.1], [-0.1, 0.1, 0.1], [0.0, 0.0, 0.1], [0.1, 0.0, 0.2], [0.0, 0.0, -0.1], [0.0, -0.1, 0.0], [0.0, 0.0, 0.0], [0.1, 0.1, -0.2], [-0.1, -0.1, 0.0], [0.1, 0.1, 0.2]],
  "homo_lumo_gap_ev": 1.0675,
  "fmax_ev_per_a": 3.6,
  "energy_ha": -5061.6363
}

=====

Entry 3:
{
  "formula": "C7H9N4O2S",
  "method": "the ωB97M-V functional and the def2-TZVPD basis",
  "species": ["C", "C", "C", "C", "C", "C", "C", "N", "N", "N", "N", "O", "O", "S", "H", "H", "H", "H", "H", "H", "H", "H", "H"],
  "positions_angstrom": [[2.685661, 1.207400, 0.134156], [0.436955, -1.860062, -0.128195], [1.678594, 2.086000, 0.071039], [1.144644, -0.617128, 0.000747], [2.532338, -0.204789, 0.050295], [0.195876, 0.316579, -0.381153], [-3.912498, -0.606135, -0.319061], [-0.799405, -1.744267, -0.362143], [-1.194820, -0.517422, -0.605745], [0.341282, 1.674390, -0.299079], [3.461806, -1.142043, 0.224376], [-2.249724, 0.173206, 1.695474], [-2.285768, 1.602815, -0.261667], [-2.458228, 0.326431, 0.321139], [3.606096, 1.600004, 0.446541], [0.801850, -2.818809, 0.013730], [1.856231, 3.106128, 0.080544], [-4.189460, -1.315234, 0.401514], [-4.805998, 0.117917, -0.307110], [-3.839977, -1.035427, -1.315451], [-0.498955, 2.294537, -0.674131], [4.375998, -0.701847, 0.539249], [3.117512, -1.942243, 0.674934]],
  "forces_ev_per_angstrom": [[-0.4, -1.0, 0.3], [3.3, 1.6, 0.8], [-0.7, -0.6, -0.8], [-1.5, -0.8, -2.0], [-1.7, 1.3, 0.2], [-3.3, 1.0, 0.7], [-1.2, 2.7, 0.1], [-4.4, -0.5, -0.2], [4.3, 2.8, 0.9], [-1.7, -1.3, -1.5], [3.0, 1.9, 0.3], [0.0, -0.7, 1.5], [-0.7, 1.2, -0.6], [-0.8, -1.8, -2.6], [1.4, 0.5, 0.1], [0.9, -1.6, 0.2], [0.0, 1.7, 0.3], [0.1, -1.2, 1.1], [1.5, -0.7, -0.1], [0.6, 0.3, 0.1], [2.4, -1.5, 1.2], [-1.3, -1.6, -0.5], [0.3, -1.5, 0.7]],
  "homo_lumo_gap_ev": [6.2455, 6.1631],
  "fmax_ev_per_a": 5.2,
  "charge": 1,
  "energy_ha": -1039.3861,
  "spin_multiplicity": 3
}

=====

Entry 4:
{
  "formula": "H3O4SSi",
  "method": "the ωB97M-V functional and the def2-TZVPD basis",
  "species": ["O", "O", "O", "O", "Si", "S", "H", "H", "H"],
  "positions_angstrom": [[-2.610490, 0.122900, -0.360294], [-0.709302, -0.252810, -1.723190], [-1.076077, 2.063203, -0.790889], [-0.222866, 0.385839, 0.979424], [1.075614, -0.458488, 0.680959], [-1.307314, 0.649409, -0.735106], [0.976081, -1.842929, -0.034569], [2.281778, 0.017609, -0.147279], [1.592576, -0.684733, 2.130943]],
  "forces_ev_per_angstrom": [[0.8, 1.2, 0.4], [0.6, 1.5, 0.9], [-0.2, -0.2, -0.5], [-2.5, 0.8, -2.5], [2.5, -2.3, 0.2], [-0.2, -2.1, 1.2], [-0.3, 0.8, 0.7], [-0.7, 0.4, 0.5], [0.0, 0.0, -0.9]],
  "homo_lumo_gap_ev": 10.1839,
  "fmax_ev_per_a": 3.6,
  "de_lowest_kj_mol": 37.9,
  "charge": -1,
  "energy_ha": -990.5142
}

=====

Entry 5:
{
  "formula": "CH3BrP2",
  "method": "the ωB97M-V functional and the def2-TZVPD basis",
  "species": ["C", "P", "P", "Br", "H", "H", "H"],
  "positions_angstrom": [[-1.236043, -0.122305, 0.301598], [2.351367, -0.919423, -0.905435], [0.450380, 0.106911, -0.450654], [-1.121924, 0.179464, 2.121802], [-1.555009, -1.242673, 0.264328], [0.644814, 1.237722, 0.352115], [0.466416, 0.760304, -1.683756]],
  "forces_ev_per_angstrom": [[0.5, -3.0, -2.3], [-0.3, -0.1, 0.4], [-0.9, 0.7, 0.8], [0.1, 0.5, 2.0], [0.3, 1.9, -0.5], [0.9, 0.0, -0.1], [-0.7, -0.1, -0.4]],
  "homo_lumo_gap_ev": [5.2409, 5.1401],
  "fmax_ev_per_a": 3.8,
  "de_lowest_kj_mol": 416.0,
  "energy_ha": -3296.4143
}

=====

Q: Which formula does entry 4 have?
A: H3O4SSi